The following is a DFT calculation (ωB97M-V with the def2-TZVPD basis set) of C5H10O2 in the gas phase at a distorted geometry.

SMILES ... CCO[C@H]1O[C@@H]1C
Lowest unoccupied orbital energy ... 1.04 eV
Electronic energy ... -346.89874 Ha
Total charge ... 0
Orbital gap ... 10.318 eV
Energy relative to the best compared isomer or geometry (same formula, charge and spin) ... 79.50 kcal/mol

Geometry as XYZ:
```
17
Properties=species:S:1:pos:R:3:forces:R:3:nbo_charge:R:1
C -1.064 -2.091 1.635 -0.05 -0.11 0.24 -0.615
C -0.096 -0.990 1.272 -0.10 -0.09 0.28 -0.082
O -0.300 -0.818 -0.115 -0.85 -0.50 0.06 -0.537
C -0.527 0.450 -0.596 0.64 -0.76 -0.55 0.336
O -0.869 1.555 0.147 1.25 0.72 -0.78 -0.507
C 0.584 1.346 -0.543 -0.19 0.31 0.22 0.036
C 1.271 1.795 -1.820 -0.37 0.53 0.07 -0.651
H -0.849 -2.970 1.018 -0.05 0.09 0.20 0.211
H -1.010 -2.355 2.690 -0.03 -0.08 0.04 0.203
H -2.073 -1.746 1.389 0.10 -0.14 0.16 0.211
H -0.315 -0.060 1.808 0.02 -0.14 -0.04 0.191
H 0.950 -1.271 1.479 -0.21 0.06 -0.15 0.167
H -1.116 0.390 -1.516 0.28 -0.24 -0.02 0.160
H 1.213 1.286 0.334 0.09 -0.33 -0.09 0.196
H 1.103 2.843 -2.031 0.08 0.32 -0.22 0.231
H 2.360 1.639 -1.725 -0.50 0.12 0.24 0.232
H 0.949 1.197 -2.686 -0.11 0.25 0.34 0.218
```
Positions in Å, forces in eV/Å.

The following is a DFT calculation (ωB97M-V with the def2-TZVPD basis set) of 2 unconnected molecules or ions with the total composition C5H10O2.

SMILES ... C=CC1COC1.O
Lowest unoccupied orbital energy ... 0.87 eV
Electronic energy ... -346.91855 Ha
Total charge ... 0
Orbital gap ... 10.894 eV
Energy relative to the best compared isomer or geometry (same formula, charge and spin) ... 67.07 kcal/mol

Geometry as XYZ:
```
17
Properties=species:S:1:pos:R:3:forces:R:3:nbo_charge:R:1
C 1.889 -0.078 -0.777 -0.16 0.00 -0.09 -0.383
C 0.636 -0.329 -1.148 0.16 0.04 0.01 -0.201
C -0.585 0.478 -0.808 0.03 0.02 -0.09 -0.318
C -1.768 -0.326 -0.233 -0.13 -0.26 -0.23 -0.045
O -1.721 0.393 1.007 -0.07 0.00 0.13 -0.535
C -0.660 1.234 0.533 0.28 0.27 -0.01 -0.051
H 2.704 -0.734 -1.072 -0.14 0.11 0.02 0.210
H 2.159 0.777 -0.161 -0.11 -0.12 -0.06 0.199
H 0.440 -1.207 -1.767 0.04 0.12 0.04 0.204
H -0.865 1.099 -1.665 0.02 -0.11 0.10 0.224
H -1.580 -1.398 -0.087 -0.01 0.15 -0.02 0.174
H -2.724 -0.197 -0.754 0.11 0.00 0.12 0.177
H -0.974 2.282 0.463 0.04 -0.14 -0.01 0.180
H 0.227 1.172 1.174 -0.07 0.07 -0.15 0.164
O 1.199 -1.267 1.985 -0.10 -0.02 0.04 -0.937
H 0.674 -0.505 2.252 -0.05 -0.14 0.13 0.465
H 0.949 -1.395 1.061 0.15 0.01 0.08 0.472
```
Positions in Å, forces in eV/Å.

The following is a DFT calculation (ωB97M-V with the def2-TZVPD basis set) of C5H10O2 in the gas phase.

SMILES ... COC[C@@H](C)C=O
Lowest unoccupied orbital energy ... 0.82 eV
Electronic energy ... -346.95952 Ha
Total charge ... 0
Orbital gap ... 10.406 eV
Energy relative to the best compared isomer or geometry (same formula, charge and spin) ... 41.36 kcal/mol

Geometry as XYZ:
```
17
Properties=species:S:1:pos:R:3:forces:R:3:nbo_charge:R:1
C -1.532 1.738 -1.402 -0.15 0.23 -0.09 -0.246
O -0.809 0.552 -1.185 0.05 -0.06 -0.05 -0.543
C 0.025 0.618 -0.054 0.13 -0.05 0.20 -0.052
C 0.682 -0.741 0.137 0.10 -0.01 -0.01 -0.356
C 1.592 -0.785 1.366 0.07 -0.01 0.08 -0.603
C -0.338 -1.869 0.189 0.10 -0.21 0.14 0.451
O -0.037 -3.002 0.484 -0.21 0.43 -0.13 -0.523
H -2.179 1.981 -0.544 0.10 -0.06 -0.12 0.165
H -2.155 1.582 -2.286 0.09 0.05 0.14 0.197
H -0.860 2.590 -1.582 -0.08 -0.11 0.02 0.166
H -0.565 0.893 0.840 0.08 -0.04 -0.12 0.162
H 0.808 1.385 -0.188 -0.20 -0.08 0.05 0.173
H 1.288 -0.941 -0.757 -0.07 -0.01 0.04 0.233
H 2.033 -1.778 1.473 -0.08 0.13 -0.04 0.238
H 2.403 -0.054 1.291 -0.14 -0.07 -0.04 0.211
H 1.028 -0.572 2.282 0.05 -0.01 -0.13 0.206
H -1.386 -1.597 -0.064 0.17 -0.11 0.05 0.121
```
Positions in Å, forces in eV/Å.

The following is a DFT calculation (ωB97M-V with the def2-TZVPD basis set) of C5H10O2 in the gas phase at a distorted geometry.

SMILES ... CCO[C@H]1O[C@@H]1C
Lowest unoccupied orbital energy ... 1.04 eV
Electronic energy ... -346.89922 Ha
Total charge ... 0
Orbital gap ... 10.328 eV
Energy relative to the best compared isomer or geometry (same formula, charge and spin) ... 79.20 kcal/mol

Geometry as XYZ:
```
17
Properties=species:S:1:pos:R:3:forces:R:3:nbo_charge:R:1
C 2.477 -1.353 -0.476 0.16 -0.21 0.04 -0.615
C 1.277 -0.926 0.336 0.16 -0.23 0.02 -0.082
O 0.774 0.179 -0.385 0.52 -0.24 -0.77 -0.537
C -0.565 0.211 -0.689 0.56 0.93 0.30 0.335
O -1.431 -0.854 -0.629 -0.99 1.03 0.89 -0.508
C -1.457 0.395 0.413 -0.27 -0.40 -0.06 0.037
C -2.249 1.682 0.575 -0.45 -0.33 -0.28 -0.652
H 3.164 -0.505 -0.572 -0.04 -0.22 0.07 0.211
H 2.994 -2.201 -0.030 0.10 -0.04 -0.01 0.203
H 2.135 -1.615 -1.482 0.12 -0.07 0.15 0.211
H 0.516 -1.712 0.407 0.18 0.06 -0.04 0.192
H 1.554 -0.627 1.360 -0.07 0.03 -0.24 0.166
H -0.715 0.799 -1.599 0.19 0.21 0.23 0.160
H -1.201 -0.116 1.330 0.30 0.20 0.04 0.196
H -3.311 1.548 0.415 -0.33 0.10 -0.02 0.232
H -2.116 2.070 1.599 0.00 -0.44 -0.33 0.232
H -1.880 2.468 -0.099 -0.15 -0.38 0.02 0.218
```
Positions in Å, forces in eV/Å.

The following is a DFT calculation (ωB97M-V with the def2-TZVPD basis set) of 2 unconnected molecules or ions with the total composition C5H10O2.

SMILES ... C/C=C/O.C=CO
Lowest unoccupied orbital energy ... 0.92 eV
Electronic energy ... -346.93149 Ha
Total charge ... 0
Orbital gap ... 9.977 eV
Energy relative to the best compared isomer or geometry (same formula, charge and spin) ... 58.95 kcal/mol

Geometry as XYZ:
```
17
Properties=species:S:1:pos:R:3:forces:R:3:nbo_charge:R:1
C -1.421 0.119 2.398 0.09 -0.06 -0.04 -0.630
C -0.014 -0.034 1.902 -0.02 0.13 0.16 -0.276
C 0.539 0.803 1.040 0.11 -0.11 -0.27 0.114
O 1.853 0.699 0.649 -0.10 -0.08 -0.12 -0.697
H -1.442 0.260 3.480 -0.03 0.01 0.01 0.215
H -1.910 0.976 1.933 -0.01 0.01 0.00 0.209
H -2.009 -0.771 2.173 -0.05 -0.01 0.04 0.212
H 0.601 -0.824 2.318 0.00 -0.07 -0.05 0.209
H -0.011 1.632 0.605 -0.08 0.05 -0.02 0.163
H 1.909 0.898 -0.295 0.05 0.07 0.15 0.482
C -0.350 0.041 -2.577 0.08 -0.01 0.16 -0.546
C 0.738 -0.718 -2.591 -0.12 0.01 0.10 0.150
O 1.052 -1.668 -1.670 0.17 0.18 -0.02 -0.683
H -0.495 0.791 -3.336 -0.06 0.02 -0.06 0.214
H -1.100 -0.091 -1.807 -0.05 0.12 0.01 0.199
H 1.479 -0.639 -3.375 0.09 -0.12 -0.02 0.179
H 0.583 -1.474 -0.847 -0.08 -0.11 -0.02 0.486
```
Positions in Å, forces in eV/Å.

The following is a DFT calculation (ωB97M-V with the def2-TZVPD basis set) of C5H10O2 in the gas phase at a distorted geometry.

Lowest unoccupied orbital energy ... -3.16 eV
Electronic energy ... -346.71929 Ha
Total charge ... 0
Orbital gap ... 5.233 eV
Energy relative to the best compared isomer or geometry (same formula, charge and spin) ... 192.11 kcal/mol

Geometry as XYZ:
```
17
Properties=species:S:1:pos:R:3:forces:R:3:nbo_charge:R:1
O 2.089 0.815 0.811 2.91 -0.35 -0.66 -0.693
C 1.860 -0.304 -0.059 1.30 -0.97 -1.01 0.358
O 2.731 -0.819 -0.944 -1.81 2.73 2.60 -0.528
C 0.673 0.291 -0.857 -1.13 0.82 -2.39 -0.357
C -0.636 0.422 0.099 -2.51 -3.44 -2.53 -0.346
C -0.550 0.337 1.530 -1.54 0.71 -0.81 -0.243
C -1.695 -0.677 -0.658 0.80 -0.24 1.07 -0.615
H 1.538 -1.173 0.589 -0.91 0.20 0.34 0.151
H 0.832 1.358 -1.211 0.67 -1.42 0.49 0.234
H 0.608 -0.353 -1.793 -0.76 0.85 1.29 0.243
H -1.221 1.291 -0.205 1.05 1.06 0.22 0.284
H -1.233 -0.339 2.020 0.55 -0.70 0.25 0.214
H -0.484 1.279 2.078 0.64 -0.11 0.08 0.200
H 1.290 0.912 1.320 -0.29 -0.15 0.65 0.455
H -2.235 -1.479 -0.153 -0.04 0.51 1.34 0.214
H -2.464 -0.251 -1.299 0.31 0.76 0.06 0.217
H -1.103 -1.310 -1.267 0.75 -0.24 -0.98 0.213
```
Positions in Å, forces in eV/Å.

The following is a DFT calculation (ωB97M-V with the def2-TZVPD basis set) of 2 unconnected molecules or ions with the total composition C5H10O2.

SMILES ... C1COCO1.C=C
Lowest unoccupied orbital energy ... 1.04 eV
Electronic energy ... -346.92215 Ha
Total charge ... 0
Orbital gap ... 10.926 eV
Energy relative to the best compared isomer or geometry (same formula, charge and spin) ... 64.81 kcal/mol

Geometry as XYZ:
```
17
Properties=species:S:1:pos:R:3:forces:R:3:nbo_charge:R:1
C 0.408 -1.224 -1.472 0.44 -0.53 -0.21 -0.103
C -0.844 -1.106 -0.632 -0.51 -0.57 0.30 -0.110
O -1.301 0.205 -0.962 0.30 -0.05 0.09 -0.535
C -0.143 0.972 -1.243 0.02 0.77 -0.17 0.220
O 0.957 0.089 -1.376 -0.31 -0.06 -0.07 -0.534
H 1.158 -1.949 -1.100 -0.42 0.44 -0.05 0.199
H 0.178 -1.489 -2.522 0.01 0.22 0.34 0.173
H -0.626 -1.196 0.449 0.00 0.11 -0.45 0.184
H -1.645 -1.830 -0.876 0.45 0.42 -0.04 0.199
H -0.324 1.551 -2.168 0.05 -0.41 0.21 0.154
H 0.084 1.692 -0.433 -0.07 -0.40 -0.20 0.159
C -0.291 0.856 2.173 0.23 -0.02 0.06 -0.405
C 0.991 0.572 1.939 -0.19 0.05 0.11 -0.404
H -1.029 0.858 1.362 0.22 0.03 0.41 0.203
H -0.644 1.096 3.183 0.10 -0.09 -0.43 0.197
H 1.343 0.333 0.929 -0.05 0.09 0.46 0.207
H 1.728 0.570 2.750 -0.28 0.00 -0.34 0.196
```
Positions in Å, forces in eV/Å.

> Which formula does entry 3 have?

C5H10O2

> Number 7 is which compound?

C5H10O2